Formula: C5H10N4S
Source: the Open Molecules 2025 dataset
Level of theory: the ωB97M-V functional and the def2-TZVPD basis

The geometry in XYZ format:
```
20
Properties=species:S:1:pos:R:3:forces:R:3
C -0.003702 0.359985 0.213335 2.70 -0.21 -0.49
C 0.773135 -0.874614 1.949485 1.17 0.69 0.35
C -2.475199 -1.100782 -1.015004 0.98 0.30 2.65
C -0.592830 0.721515 -1.031731 -0.66 0.92 -1.67
C -2.059489 0.344053 -1.138235 -1.61 1.39 0.08
N -0.220388 -0.345071 1.162257 -0.67 -0.47 0.22
N 2.037441 -0.426813 1.567570 -0.70 -1.69 3.23
N 2.334874 0.034639 0.385634 -0.90 1.64 -3.27
N 3.368462 0.986131 0.383326 0.53 1.75 1.57
S 0.397668 -1.855858 3.220644 0.54 -0.04 0.05
H -1.955015 -1.559167 -1.797623 0.20 -1.60 -1.21
H -3.538166 -1.171428 -1.015667 -0.78 -0.25 -0.65
H -2.188844 -1.588448 -0.005381 -0.05 0.94 -1.61
H -0.033275 0.440648 -1.970420 -0.11 -0.01 1.38
H -0.645980 1.809480 -1.023302 0.49 0.29 -0.30
H -2.393845 0.817712 -2.097577 0.14 -0.79 0.43
H -2.624097 0.956212 -0.411667 0.33 -0.26 0.06
H 2.756507 -0.711808 2.250162 -0.19 0.38 -0.60
H 3.809429 1.240942 -0.505282 -0.94 -1.11 0.11
H 3.253314 1.922673 0.879475 -0.45 -1.85 -0.36
```
Positions in Å, forces in eV/Å.

Summary:
E = -813.54002 Eh
HOMO-LUMO gap (alpha / beta) = 0.267 / 0.253 Ha
ΔE to the lowest compared entry with this formula, charge and spin = 398.12 kJ/mol
HOMO energy (alpha / beta) = -0.2695 / -0.2542 Ha
total charge = 0